(1)
Below is 5 unconnected molecules or ions with the total composition C12H28BrN4O4, with properties calculated with wB97M-V/def2-TZVPD.

Properties
energy relative to the best compared isomer or geometry (same formula, charge and spin) = 351.6 kJ/mol
E_LUMO = 2.412 eV
HOMO = -6.2 eV
charge = -1
HOMO-LUMO gap = 8.7 eV

Cartesian coordinates (Å):
C 11.45 31.31 2.34
H 10.54 38.44 0.93
H 10.43 36.10 3.01
O 16.92 34.19 5.00
H 11.36 36.48 8.71
N 11.54 29.77 0.40
C 8.63 37.30 2.71
C 7.68 36.30 3.36
H 14.48 35.42 5.88
H 15.71 36.32 6.20
C 12.39 36.10 8.33
C 15.17 35.80 5.45
H 10.45 29.80 0.29
N 12.10 34.76 7.88
C 15.13 32.41 3.73
H 11.91 32.28 2.59
H 11.79 34.60 6.81
H 13.78 33.95 4.50
C 12.26 30.49 1.32
H 14.68 36.30 4.68
O 13.48 30.42 1.37
H 10.40 31.20 2.01
H 14.75 31.48 4.43
H 14.66 32.41 2.92
C 15.70 34.51 4.92
H 11.46 32.35 7.15
H 13.27 32.20 6.75
H 11.43 30.80 3.48
C 12.06 28.91 -0.54
C 12.42 32.37 7.47
H 8.14 35.32 3.13
H 13.06 28.42 -0.10
H 6.70 36.38 2.98
H 13.10 35.98 8.99
H 12.39 31.30 8.11
H 10.43 39.13 2.53
Br 11.45 34.52 4.40
H 12.60 37.01 7.60
H 7.61 36.19 4.49
H 12.62 29.50 -1.38
C 12.63 33.63 8.25
H 16.01 32.41 3.28
H 11.88 37.82 2.27
N 9.85 36.99 2.52
O 8.14 38.42 2.42
O 13.41 33.51 9.21
C 10.75 38.14 2.05
H 11.44 28.24 -1.13
N 14.80 33.76 4.29

---

(2)
Below is a molecular structure, C12H28CsN4O8S, with properties calculated with wB97M-V/def2-TZVPD.

Properties
energy relative to the best compared isomer or geometry (same formula, charge and spin) = 134.5 kJ/mol
E_LUMO = 1.109 eV
HOMO = -5.5 eV
charge = -1
HOMO-LUMO gap = 6.6 eV

Cartesian coordinates (Å):
C 3.37 1.33 4.76
H -3.82 -0.99 -0.73
C 2.80 0.19 -3.71
C 3.67 1.33 -3.20
H -1.85 -2.47 1.76
H -3.43 -3.22 -3.78
O -1.94 -0.55 -4.52
O 1.29 1.48 -0.93
H 1.80 -0.85 1.97
H 3.34 -0.18 1.54
H -2.99 -2.48 -0.90
H -3.24 -2.44 -5.37
O 1.76 2.92 3.95
C -2.91 1.52 3.60
O 2.61 -0.02 -4.90
O -2.22 -1.25 4.26
H -1.48 0.90 2.19
H -1.88 -0.37 -2.04
H 4.39 1.26 4.40
C 2.32 1.83 3.79
H 3.05 -0.74 3.18
H 1.98 -0.04 -1.90
H 3.37 1.57 -2.17
H -4.36 -2.16 -1.89
H 0.35 -1.34 -2.38
H -0.30 -1.88 2.50
H 4.71 1.07 -3.31
H 1.53 -2.59 -2.70
Cs 2.62 4.06 -1.06
C 1.23 -1.58 -3.00
N 2.20 -0.55 -2.76
N -2.54 -1.08 -2.41
O -0.09 1.43 1.07
C -3.54 -2.29 -4.34
H 2.97 0.40 5.18
C -1.96 -0.76 3.17
H 0.87 -1.62 -4.03
H -2.74 1.42 4.67
O -1.08 0.82 -1.09
C 2.59 -0.20 2.34
S -0.10 1.67 -0.39
H -1.15 -0.98 1.21
N 2.00 1.04 2.77
H 1.22 1.30 2.15
H 3.37 2.02 5.60
O -0.48 3.06 -0.66
H 3.36 2.15 -3.86
C -3.46 -1.68 -1.49
N -2.20 0.51 2.81
C -2.60 -1.24 -3.75
H -4.59 -1.99 -4.27
H -3.95 1.37 3.33
C -1.27 -1.61 2.09
H -2.61 2.50 3.24

---

(3)
Below is 7 unconnected molecules or ions with the total composition C12H28N4O22S5, with properties calculated with wB97M-V/def2-TZVPD.

Properties
energy relative to the best compared isomer or geometry (same formula, charge and spin) = 0.1 kJ/mol
E_LUMO = -0.054 eV
HOMO = -10.2 eV
HOMO-LUMO gap = 10.2 eV
structure (SMILES) = O=S1(=O)OCCO1.O=S1(=O)OCCO1.O=S1(=O)OCCO1.O=S1(=O)OCCO1.O=S1(=O)OCCO1.NC(N)=O.NC(N)=O

Cartesian coordinates (Å):
S 3.68 2.46 -1.39
H 0.22 -4.19 -1.62
H 5.41 2.88 4.30
C 3.71 3.56 3.08
O 2.41 0.47 2.84
C 4.33 2.98 4.35
H 1.25 2.37 0.36
H 4.32 3.41 2.19
O 3.69 1.71 4.56
O -0.17 -6.16 -2.05
H -2.46 1.11 -1.84
H -3.74 -6.20 -0.94
H 0.43 3.37 -0.86
C 0.80 -5.50 -0.06
H -3.35 -4.77 -1.87
O 1.94 -6.11 -3.31
H -1.74 0.85 -3.45
S 1.32 -6.70 -2.19
C -4.80 -4.54 -0.38
H 1.44 -1.53 -0.48
C 1.39 3.01 -0.51
C 2.34 4.14 -0.17
H -0.63 1.55 0.57
H -1.20 -4.89 -0.78
O -1.79 -2.47 -1.43
H 4.10 3.57 5.24
S -1.61 -1.59 -0.33
O 1.24 1.69 4.62
O -0.36 3.81 1.62
H -1.33 3.71 3.88
O -2.68 -0.83 0.20
C -1.03 2.89 2.06
H 0.95 -2.13 1.86
N -5.00 -3.23 -0.79
O 2.47 2.91 2.89
H -3.73 1.87 -4.30
O 3.57 3.41 -0.14
S -1.17 3.81 -3.43
S 2.33 1.57 3.73
O 1.33 -8.11 -2.05
O -0.81 -2.36 0.78
H 1.11 -4.70 0.60
O -2.65 3.57 -3.97
C 0.25 -1.51 1.32
O 4.12 3.16 -2.53
O 4.32 1.26 -1.00
O -5.45 -5.05 0.50
H 2.12 4.59 0.79
H -5.67 -2.73 -0.25
H 1.36 0.02 0.26
C -3.27 2.37 -3.45
O -1.18 2.59 -2.41
H -4.04 2.72 -2.77
O -1.10 5.02 -2.70
H 3.59 4.63 3.19
O -0.41 -0.54 -0.67
C -0.19 -5.07 -1.12
H -4.41 -2.76 -1.45
C 0.76 -0.87 0.06
N -3.88 -5.22 -1.14
C -2.15 1.60 -2.77
H 0.47 -6.38 0.49
O -0.28 3.59 -4.50
N -1.56 2.90 3.33
H -0.21 -0.81 2.01
N -1.23 1.73 1.35
H -1.94 2.08 3.76
O 2.07 2.22 -1.50
H -1.80 0.97 1.68
O 1.90 -6.01 -0.87
H 2.29 4.83 -1.02

---

(4)
Below is 4 unconnected molecules or ions with the total composition C12H28N4O4, with properties calculated with wB97M-V/def2-TZVPD.

Properties
energy relative to the best compared isomer or geometry (same formula, charge and spin) = 854.8 kJ/mol
E_LUMO = 0.145 eV
HOMO = -7.9 eV
HOMO-LUMO gap = 8.0 eV
structure (SMILES) = CN(C)C=O.CN(C)C=O.CN(C)C=O.CN(C)C=O

Cartesian coordinates (Å):
H 8.07 -5.58 24.33
C 6.43 -9.68 30.31
N 5.56 -9.94 29.31
H 9.77 -9.38 24.60
C 10.03 -8.32 24.61
O 6.14 -10.09 31.50
O 9.91 -5.53 25.30
N 6.36 -11.35 24.66
H 8.73 -13.49 21.34
H 7.46 -9.35 30.11
N 9.23 -11.55 21.86
C 7.97 -7.96 23.49
C 6.79 -11.99 25.96
C 8.08 -10.83 22.06
H 5.60 -8.70 27.63
H 8.12 -10.26 23.00
H 8.66 -12.47 20.01
C 4.32 -10.64 29.50
H 3.62 -10.24 28.76
N 9.02 -7.34 24.25
C 5.91 -9.69 27.96
C 6.06 -12.10 23.40
H 4.54 -11.70 29.44
O 7.14 -10.90 21.31
H 7.22 -8.29 24.22
H 6.83 -12.17 22.64
H 10.93 -8.14 24.02
C 10.34 -11.37 22.77
H 5.86 -13.14 23.63
H 10.45 -10.32 23.03
H 6.98 -9.76 27.77
H 7.85 -11.90 26.20
H 5.22 -11.58 22.94
H 8.13 -8.79 22.80
H 10.30 -8.14 25.65
O 6.64 -9.39 23.62
H 6.84 -9.68 25.66
H 6.15 -11.67 26.78
H 7.43 -7.27 22.84
H 10.27 -12.95 20.58
H 3.91 -10.53 30.50
H 5.25 -10.27 27.31
C 9.27 -12.66 20.89
H 10.42 -11.93 23.70
C 6.55 -10.02 24.65
C 9.02 -6.05 24.63
H 6.67 -13.08 25.88
H 11.33 -11.60 22.40

---

(5)
Below is a molecular structure, C12H28N4O4, with properties calculated with wB97M-V/def2-TZVPD.

Properties
energy relative to the best compared isomer or geometry (same formula, charge and spin) = 1222.8 kJ/mol
E_LUMO = 0.186 eV
HOMO = -7.6 eV
HOMO-LUMO gap = 7.8 eV

Cartesian coordinates (Å):
H 16.69 16.34 10.35
C 18.96 19.70 8.73
H 16.90 20.62 10.00
H 21.27 22.38 5.59
C 14.26 15.85 8.07
H 13.51 16.55 8.43
N 15.00 20.06 10.45
H 23.37 20.08 5.67
H 22.95 21.18 7.06
H 19.79 21.49 5.17
H 15.65 17.94 10.27
H 15.91 20.72 8.62
C 20.40 19.28 6.24
C 14.64 20.45 11.64
H 15.72 21.95 9.90
H 16.97 17.11 9.81
H 15.02 18.75 8.84
H 14.97 21.48 11.87
H 19.58 17.64 7.33
H 15.95 13.74 8.51
H 17.87 18.26 10.95
O 18.33 16.20 8.07
C 17.46 18.07 9.96
C 22.75 20.24 6.56
H 21.27 21.20 4.31
O 14.79 16.95 10.74
C 14.97 18.72 9.93
C 20.86 21.41 5.31
H 19.90 19.89 8.21
H 17.25 14.76 8.92
C 16.30 14.76 8.39
H 23.00 19.45 7.27
N 18.49 18.27 8.89
H 18.13 20.17 8.20
H 13.94 18.47 10.20
N 15.44 15.79 8.87
H 14.41 16.08 7.02
N 21.28 20.30 6.13
O 14.03 19.81 12.48
C 15.89 20.89 9.70
O 20.62 18.27 6.90
H 19.41 19.53 5.83
H 16.72 18.85 9.78
H 19.08 20.16 9.72
C 18.87 17.29 8.10
H 13.78 14.88 7.96
H 16.44 14.96 7.33
C 15.62 16.31 10.09

---

(6)
Below is a molecular structure, C12H28N5O4PRb, with properties calculated with wB97M-V/def2-TZVPD.

Properties
energy relative to the best compared isomer or geometry (same formula, charge and spin) = 0.0 kJ/mol
E_LUMO = -3.522 eV
HOMO = -11.1 eV
charge = +1
HOMO-LUMO gap = 7.6 eV

Cartesian coordinates (Å):
H -3.19 -0.30 1.48
N 0.70 -2.97 1.00
H -1.21 2.23 -1.66
O 1.53 5.19 -4.22
H 1.04 -4.85 1.84
H 0.70 -3.61 3.04
H 0.76 1.37 2.68
C -0.30 2.79 -1.44
C 1.39 0.51 2.47
H -0.60 -4.23 2.11
H -1.67 -0.37 -2.47
C 2.02 4.20 -0.90
C -2.13 -0.21 1.26
O -2.86 0.26 -2.63
H -0.65 -1.78 -2.73
H 0.09 -0.43 -2.07
H 2.19 0.43 3.21
H 1.36 -2.81 -1.00
P 0.17 -1.42 1.07
N -0.64 -0.76 -2.72
H -3.41 0.40 -1.86
C 0.18 -1.17 3.84
H 0.13 3.37 -3.51
C 1.55 4.11 -2.20
O 3.36 5.16 -3.09
H -1.98 -2.11 -0.77
C 1.46 -3.50 -0.17
N 2.20 4.87 -3.26
H -3.27 -2.39 0.42
H 0.86 -1.91 4.28
C -2.19 -2.42 0.27
H -0.44 -0.42 -3.66
N -1.51 -1.55 1.20
H -1.98 0.29 0.29
O 0.59 -0.63 -0.12
H -0.83 -1.59 3.81
C 0.39 3.39 -2.46
C 0.22 2.78 -0.15
H 1.14 -4.52 -0.31
Rb -2.86 1.18 -5.19
H 2.52 -3.44 0.09
C 1.37 3.53 0.13
H 0.16 -0.32 4.53
H -1.65 0.44 1.99
H 1.84 0.62 1.49
C 0.46 -3.96 2.04
H -0.26 2.28 0.68
H 1.68 3.67 1.15
H 2.94 4.73 -0.75
N 0.55 -0.70 2.53
H -1.92 -3.46 0.45

---

(7)
Below is a molecular structure, C12H28N6O6STi, with properties calculated with wB97M-V/def2-TZVPD.

Properties
spin multiplicity = 3
E_LUMO (spin up / spin down) = 0.122 / 0.099 eV
HOMO (spin up / spin down) = -6.1 / -6.9 eV
⟨S²⟩ = 2.38
HOMO-LUMO gap (spin up / spin down) = 6.2 / 7.0 eV

Cartesian coordinates (Å):
H 1.52 -1.23 -2.89
H -0.13 1.48 2.04
H -0.42 0.06 -5.11
H -0.33 -1.68 4.65
H -0.08 -4.21 -2.78
O -3.08 1.92 -1.03
H 2.23 4.70 -0.38
H 3.14 2.73 -3.24
H 0.47 1.09 4.83
H -0.88 1.98 4.12
O 0.07 0.33 -4.31
N 0.09 0.77 2.77
N 1.17 -1.29 3.18
H -1.70 -3.96 1.16
O 0.91 -2.04 -2.78
C 1.68 4.02 0.28
H -0.46 -4.77 -1.14
H 3.99 1.83 -1.96
C 0.75 -1.64 4.53
C 3.25 2.63 -2.15
C -0.77 -4.10 -1.95
H -1.07 0.26 4.45
O -0.71 2.50 0.78
H -2.54 2.12 -0.22
N 1.48 1.03 -1.98
C -1.55 -2.34 -0.31
H -2.99 -2.72 1.22
C 1.93 2.27 -1.56
H 1.18 -0.99 5.30
N -0.12 -1.66 -1.98
H -3.72 1.25 -0.77
H -1.34 -0.23 -2.85
C -0.86 -2.69 -1.48
H 2.37 3.77 1.11
H -1.74 -4.50 -2.26
C -2.33 -3.28 0.55
H 0.84 4.56 0.71
N -1.53 -1.03 0.04
O 2.32 0.26 -2.59
H 3.63 3.58 -1.77
C -0.95 0.68 -3.34
C 0.81 -0.28 2.39
Ti -0.01 0.11 -0.85
S 1.44 -0.46 0.71
C 1.21 2.84 -0.51
H -0.55 1.40 -2.61
H 1.56 -2.05 2.63
H 1.12 -2.65 4.73
H -2.94 -3.93 -0.12
H -1.76 1.17 -3.92
C -0.35 1.02 4.12
N 0.04 2.15 -0.25
O -2.30 -0.80 1.20
H -2.00 0.04 1.58

---

(8)
Below is a molecular structure, C12H28NO4SSi2, with properties calculated with wB97M-V/def2-TZVPD.

Properties
E_LUMO = 1.913 eV
HOMO = -3.4 eV
charge = -1
HOMO-LUMO gap = 5.3 eV

Cartesian coordinates (Å):
C -2.85 4.47 -0.67
H -4.84 4.36 0.03
C 4.05 -0.69 2.01
C -3.98 3.69 0.06
H 1.08 0.30 0.28
H -4.85 3.50 -2.46
H -0.85 -2.19 -1.48
H 2.27 -4.03 -1.62
H 3.21 -4.29 3.52
C -0.47 -2.52 -0.50
H 4.28 -0.24 1.04
H -4.36 0.48 0.35
H -1.45 1.09 0.20
O -2.45 1.71 1.81
H -3.28 5.34 -1.14
H 2.54 0.10 -0.71
C -2.42 1.32 0.66
Si 1.38 -2.11 -0.31
O -1.73 4.69 -2.97
H 5.72 -3.47 1.39
N 1.90 -2.62 1.19
H -0.63 -3.59 -0.42
H 4.49 -3.16 4.00
H 2.78 -2.71 4.21
S -1.98 3.66 -2.01
C -4.40 2.41 -0.64
C -4.33 2.60 -2.13
C 1.50 -0.23 -0.58
H 3.28 -2.60 -1.88
Si 3.45 -2.48 1.81
H -2.07 4.81 0.00
O -2.98 2.58 -2.63
C 2.25 -2.95 -1.77
C -3.66 1.12 -0.18
H 3.29 -0.09 2.50
C 3.49 -3.23 3.55
H 0.95 0.08 -1.47
H -5.45 2.26 -0.42
H -4.83 1.76 -2.60
H -1.05 -2.02 0.27
H -3.74 3.55 1.10
H 5.01 -2.90 -0.12
C 4.78 -3.41 0.82
H -3.35 0.56 -1.06
H 4.45 -4.42 0.60
H 4.97 -0.65 2.62
H 1.73 -2.75 -2.72
O -0.84 2.95 -1.52

---

Looking at E_tot for the records above, in order, we have -3567.970720, -1713.504491, -4339.262756, -993.766722, -993.626583, -1413.987711, -2501.459819, -1807.020131 a.u..